Here is 2 unconnected molecules or ions with the total composition C9H10ClNO in a non-equilibrium geometry from OMol25. Energies are from ωB97M-V with the def2-TZVPD basis set.

Positions of all 22 atoms, in Å:
C -0.65639 1.59797 2.13879
C -1.26006 1.92215 0.89796
C 0.64373 1.09739 2.12134
C -0.53425 1.78263 -0.28319
C 1.29117 0.76063 1.00520
C 0.62964 1.06560 -0.25576
C 1.43009 0.78054 -1.38809
C -0.31777 -2.31939 0.09857
C -0.55073 -1.56704 -1.21265
N 0.17152 -1.83905 -2.30312
O 1.85446 0.12349 -2.23333
Cl -1.99739 -0.64089 -1.24537
H -1.16423 1.84863 3.11479
H -2.13881 2.34389 0.80324
H 1.18143 1.02157 3.12058
H -0.98243 2.11596 -1.22779
H 2.29911 0.27797 1.06037
H 0.34174 -1.71725 0.86429
H 0.20604 -3.15416 -0.05650
H -1.26469 -2.59402 0.55859
H 1.07903 -1.27982 -2.37366
H -0.26120 -1.62677 -3.20424

For the LUMO energy (alpha / beta), the calculation gives 0.0 / 0.6 eV. The orbital gap (alpha / beta) is 6.39 / 7.24 eV. The energy above the lowest of the compared OMol25 structures with the same formula, charge and spin is 4.830 eV.

The molecule's natural (NBO) atomic charges, reported in e, are given here: C -0.25; C -0.17; C -0.20; C -0.22; C -0.24; C -0.23; C 0.65; C -0.66; C 0.13; N -0.84; O -0.47; Cl -0.03; H 0.22; H 0.20; H 0.22; H 0.23; H 0.23; H 0.21; H 0.21; H 0.22; H 0.39; H 0.38

=====

Here is C9H10ClNO2 in the gas phase in a non-equilibrium geometry from OMol25. Energies are from ωB97M-V with the def2-TZVPD basis set.

Positions of all 23 atoms, in Å:
O -4.76103 -1.53105 0.09374
C -3.79928 -0.56638 0.49351
C -3.33592 0.26613 -0.65934
O -2.19418 1.05607 -0.21330
N -1.00093 0.25169 -0.09753
C 0.11774 0.95150 -0.01330
C 1.50579 0.40680 -0.16093
C 1.86058 -0.92249 -0.39703
C 3.24451 -1.18061 -0.25127
C 4.18818 -0.15351 0.01756
Cl 5.81587 -0.81033 -0.00187
C 3.82939 1.14387 0.17528
C 2.43657 1.33693 0.18333
H -5.03827 -2.13456 0.84566
H -2.94991 -1.10777 0.89761
H -4.18261 0.08630 1.33441
H -2.88795 -0.54131 -1.39665
H -4.05931 1.00607 -1.06965
H -0.00776 2.07115 0.13600
H 1.11123 -1.66643 -0.41146
H 3.67639 -2.25791 -0.23459
H 4.45327 1.97376 0.47104
H 1.97762 2.32209 0.25878

For the LUMO energy, the calculation gives 0.2 eV. The orbital gap is 9.05 eV. The energy above the lowest of the compared OMol25 structures with the same formula, charge and spin is 4.094 eV.

The molecule's natural (NBO) atomic charges, reported in e, are given here: O -0.74; C -0.09; C -0.09; O -0.41; N -0.14; C 0.05; C -0.10; C -0.17; C -0.21; C -0.03; Cl 0.00; C -0.24; C -0.16; H 0.48; H 0.18; H 0.15; H 0.20; H 0.21; H 0.18; H 0.24; H 0.24; H 0.24; H 0.21

=====

Here is a molecular structure, C9H10CrN2S in a non-equilibrium geometry from OMol25. Energies are from ωB97M-V with the def2-TZVPD basis set.

Positions of all 23 atoms, in Å:
C 0.10518 -1.42499 -1.39309
C -1.19920 -1.40415 -0.81071
C -1.11922 -1.90668 0.51152
C 0.25124 -2.25127 0.79234
C 1.00370 -2.04242 -0.43994
Cr 0.72688 -0.20356 0.50672
C -1.23764 1.97095 -0.50014
C -0.82047 2.88901 -1.37437
C 0.32160 3.17820 -2.02530
N 2.37142 -0.29492 0.78824
H -1.96695 -2.08861 1.17575
H -2.11917 -1.11336 -1.31651
H 0.62958 -2.71771 1.69984
H 2.06383 -2.23302 -0.57869
H 0.35200 -1.20562 -2.42958
H -1.98174 1.22294 -0.80363
H 2.47558 0.41484 0.01333
H -1.19679 1.94670 0.59731
H 0.38902 3.81185 -2.94742
H 1.34330 2.76952 -1.79985
S -0.05496 0.42248 4.87540
C -0.14049 0.18110 3.32489
N -0.19669 0.07873 2.13390

As for the spin multiplicity: 4. For the LUMO energy (alpha / beta), the calculation gives 3.0 / 2.7 eV. The expectation value of S² is 3.92. As for the net charge: -1. The orbital gap (alpha / beta) is 6.01 / 7.09 eV.

The molecule's natural (NBO) atomic charges, reported in e, are given here: C -0.40; C -0.32; C -0.28; C -0.36; C -0.31; Cr 0.82; C -0.41; C 0.01; C -0.52; N -0.78; H 0.22; H 0.21; H 0.24; H 0.25; H 0.22; H 0.22; H 0.26; H 0.24; H 0.19; H 0.21; S -0.24; C 0.18; N -0.66

=====

Here is 2 unconnected molecules or ions with the total composition C9H10F2NP in a non-equilibrium geometry from OMol25. Energies are from ωB97M-V with the def2-TZVPD basis set.

Positions of all 23 atoms, in Å:
C 1.52047 -0.53255 2.71941
C 2.06389 -0.28275 1.46620
C 0.34180 -1.14607 2.78953
C 1.43550 -0.38407 0.29082
C -0.43962 -1.14777 1.60248
C 0.07279 -0.71302 0.34427
C 0.95634 1.30208 -2.98024
C 0.76312 0.01198 -3.18877
C -2.20895 0.98336 -0.04969
N -2.16245 -0.08081 -0.99878
F 0.50019 1.92683 -1.85686
F 1.15877 -0.74088 -4.20925
P -0.87416 -1.11718 -1.20099
H 2.24358 -0.40849 3.54367
H 3.14925 -0.02651 1.45831
H -0.27951 -1.45976 3.60368
H 1.80182 -0.04943 -0.72741
H -1.42590 -1.62392 1.62694
H 1.36050 2.05570 -3.69301
H -2.97189 0.64499 0.69279
H -1.22047 1.21321 0.43838
H -2.69737 1.92754 -0.43638
H -3.08771 -0.35250 -1.23509

For the LUMO energy (alpha / beta), the calculation gives -0.1 / -0.1 eV. The orbital gap (alpha / beta) is 7.70 / 7.69 eV. The energy above the lowest of the compared OMol25 structures with the same formula, charge and spin is 1.079 eV.

The molecule's natural (NBO) atomic charges, reported in e, are given here: C -0.20; C -0.20; C -0.22; C -0.21; C -0.20; C -0.40; C 0.01; C 0.15; C -0.43; N -0.93; F -0.36; F -0.34; P 1.01; H 0.22; H 0.21; H 0.22; H 0.25; H 0.21; H 0.17; H 0.19; H 0.24; H 0.20; H 0.40

=====

Here is C9H10FN in the gas phase in a non-equilibrium geometry from OMol25. Energies are from ωB97M-V with the def2-TZVPD basis set.

Positions of all 21 atoms, in Å:
N -2.22158 -0.11033 1.30664
C -1.12043 -0.79211 1.90856
C -0.04813 0.17519 2.43814
C 0.18691 -0.54955 1.18006
F 1.01284 -1.64010 1.45211
C 0.47204 -0.03544 -0.16713
C -0.10076 1.06994 -0.78570
C 0.12221 1.41836 -2.08625
C 1.01250 0.65342 -2.85199
C 1.60677 -0.45785 -2.21510
C 1.37751 -0.76200 -0.89749
H -3.01089 0.08764 1.94325
H -2.53844 -0.56365 0.45979
H -1.24286 -1.79183 2.45021
H -0.27633 1.18800 2.44727
H 0.48965 -0.10178 3.31064
H -0.86273 1.64605 -0.27183
H -0.35315 2.29348 -2.54855
H 1.26711 0.91779 -3.88663
H 2.34079 -1.06454 -2.76083
H 1.88696 -1.58068 -0.42516

For the LUMO energy, the calculation gives 1.0 eV. The orbital gap is 9.91 eV. The energy above the lowest of the compared OMol25 structures with the same formula, charge and spin is 0.680 eV.

The molecule's natural (NBO) atomic charges, reported in e, are given here: N -0.85; C -0.07; C -0.44; C 0.33; F -0.36; C -0.08; C -0.20; C -0.22; C -0.21; C -0.21; C -0.19; H 0.37; H 0.37; H 0.20; H 0.22; H 0.23; H 0.22; H 0.22; H 0.22; H 0.21; H 0.23

=====

Here is a molecular structure, C9H10GaN2S in a non-equilibrium geometry from OMol25. Energies are from ωB97M-V with the def2-TZVPD basis set.

Positions of all 23 atoms, in Å:
C 0.02679 -1.65720 -1.65565
C -1.28877 -1.65400 -1.10077
C -1.19244 -1.84792 0.29820
C 0.23103 -1.95514 0.63621
C 0.95833 -1.88157 -0.62430
Ga 0.04666 0.19569 0.95998
C -0.88663 1.64398 -0.18503
C 0.44557 1.90509 -0.79246
C 0.73761 2.67542 -1.89372
N 1.45199 1.21423 0.04320
H -2.01108 -2.02277 0.99757
H -2.21154 -1.59276 -1.67642
H 0.62442 -2.37971 1.56299
H 2.03019 -2.04431 -0.73192
H 0.25964 -1.57607 -2.71671
H -1.65112 1.28849 -0.88085
H 2.30586 0.97148 -0.45692
H -1.25761 2.44409 0.46928
H -0.09279 3.13978 -2.41370
H 1.76173 2.81160 -2.22362
S -0.05578 -0.00541 5.57029
C -0.09782 0.11278 4.00344
N -0.13422 0.21422 2.81094

For the LUMO energy, the calculation gives 3.1 eV. As for the net charge: -1. The orbital gap is 6.95 eV.

The molecule's natural (NBO) atomic charges, reported in e, are given here: C -0.30; C -0.30; C -0.33; C -0.55; C -0.26; Ga 1.63; C -0.95; C 0.21; C -0.61; N -1.06; H 0.22; H 0.20; H 0.25; H 0.21; H 0.21; H 0.23; H 0.36; H 0.22; H 0.19; H 0.18; S -0.19; C 0.21; N -0.77

=====

Here is C9H10IN in the gas phase in a non-equilibrium geometry from OMol25. Energies are from ωB97M-V with the def2-TZVPD basis set.

Positions of all 21 atoms, in Å:
C -1.26299 0.52642 -0.95749
C -1.20224 -0.75064 -1.80660
C 1.41421 -0.67211 0.27114
C -0.52281 0.80577 0.22139
C 0.31524 -0.16302 0.87624
C -0.09481 -1.24780 -2.19585
C 1.66391 -0.70442 -1.08458
C -1.02885 1.96424 0.97505
C 0.25479 -0.25288 2.31643
N 2.56626 -0.28714 -1.83156
I 0.22623 -3.08088 -3.20907
H -2.00133 1.08666 -1.38719
H -2.23288 -0.83493 -2.20312
H 2.13436 -1.27144 0.75828
H -1.72100 1.51749 1.65091
H -1.29859 2.75410 0.28465
H -0.34418 2.31370 1.75026
H -0.77959 -0.48567 2.65288
H 0.61707 0.54848 2.87706
H 0.69219 -1.16729 2.76485
H 2.60502 -0.59864 -2.72369

For the LUMO energy (alpha / beta), the calculation gives -0.2 / -0.2 eV. The orbital gap (alpha / beta) is 7.70 / 7.70 eV. The energy above the lowest of the compared OMol25 structures with the same formula, charge and spin is 4.198 eV.

The molecule's natural (NBO) atomic charges, reported in e, are given here: C -0.15; C -0.38; C -0.33; C -0.02; C 0.07; C -0.21; C 0.44; C -0.64; C -0.66; N -0.61; I 0.11; H 0.20; H 0.22; H 0.24; H 0.23; H 0.24; H 0.21; H 0.22; H 0.23; H 0.23; H 0.37

=====

Here is a gas-phase ion, C9H10N (charge +1) in a non-equilibrium geometry from OMol25. Energies are from ωB97M-V with the def2-TZVPD basis set.

Positions of all 20 atoms, in Å:
C 2.29466 -1.53812 -0.01708
N 1.40771 -0.06699 0.07482
C 1.75459 1.17003 0.04409
C 0.54687 2.03092 -0.01632
C -0.56897 1.03295 -0.00450
C -1.94482 1.14222 -0.04954
C -2.69418 -0.02822 -0.02772
C -2.09089 -1.28004 0.03486
C -0.71451 -1.40818 0.07167
C 0.02659 -0.23633 0.05133
H 2.07964 -1.91172 -1.00690
H 1.90474 -2.13581 0.79150
H 3.32817 -1.25644 0.12642
H 2.77407 1.51369 0.05227
H 0.55567 2.63560 -0.93105
H 0.50000 2.75095 0.80493
H -2.43022 2.10315 -0.10346
H -3.77054 0.03046 -0.05937
H -2.70377 -2.16679 0.05281
H -0.25481 -2.38135 0.11123

For the LUMO energy, the calculation gives -4.3 eV. As for the net charge: +1. The orbital gap is 8.99 eV. The energy above the lowest of the compared OMol25 structures with the same formula, charge and spin is 0.000 eV.

The molecule's natural (NBO) atomic charges, reported in e, are given here: C -0.33; N -0.26; C 0.24; C -0.51; C -0.03; C -0.17; C -0.17; C -0.18; C -0.23; C 0.15; H 0.24; H 0.24; H 0.24; H 0.25; H 0.29; H 0.29; H 0.24; H 0.24; H 0.24; H 0.23

=====

Here is a gas-phase ion, C9H10N2 (charge +2) in a non-equilibrium geometry from OMol25. Energies are from ωB97M-V with the def2-TZVPD basis set.

Positions of all 21 atoms, in Å:
C -2.07528 -2.08237 0.61844
N -1.19767 -0.96871 0.58254
C 0.08635 -0.93747 0.47125
C 1.36834 -1.12565 0.54762
C 2.41734 -0.98784 -0.34057
C 2.33342 0.12261 -1.13906
C 1.61920 1.32460 -0.96024
C 0.46076 1.49798 -0.30023
C -0.68831 2.63474 -0.25769
N -0.76811 1.28255 0.16835
C -1.59920 0.37796 0.55310
H -1.81466 -2.83537 1.30070
H -1.98931 -2.62026 -0.33140
H -3.10727 -1.66147 0.89049
H 1.66795 -1.34004 1.58706
H 3.18579 -1.77383 -0.27366
H 3.01895 0.22942 -1.93316
H 2.01745 2.21041 -1.51954
H -0.74473 3.48488 0.56793
H -1.48439 2.74647 -1.05331
H -2.70664 0.42139 0.82138

For the LUMO energy (alpha / beta), the calculation gives -10.5 / -10.5 eV. As for the net charge: +2. The orbital gap (alpha / beta) is 7.04 / 7.04 eV. The energy above the lowest of the compared OMol25 structures with the same formula, charge and spin is 5.084 eV.

The molecule's natural (NBO) atomic charges, reported in e, are given here: C -0.44; N -0.32; C 0.52; C -0.25; C -0.14; C -0.16; C -0.11; C 0.15; C -0.21; N -0.27; C 0.35; H 0.27; H 0.27; H 0.26; H 0.36; H 0.30; H 0.26; H 0.31; H 0.29; H 0.26; H 0.29

=====

Here is C9H10N2O in the gas phase in a non-equilibrium geometry from OMol25. Energies are from ωB97M-V with the def2-TZVPD basis set.

Positions of all 22 atoms, in Å:
C 1.72173 0.22139 -2.85020
C 0.42358 1.07461 -0.51715
C 0.84283 0.85247 -2.01489
C -0.33721 1.44475 -1.78880
C 0.21495 0.14395 1.69987
C -0.14794 -0.67272 2.77381
C -1.66174 1.93559 -2.13207
C 1.08094 -1.45049 3.22946
C -0.57129 -1.08534 -0.32054
N 2.45855 -0.40344 -3.49432
N 0.02820 -0.01072 0.39726
O -1.12021 -0.73668 3.52420
H 1.09255 1.82147 -0.04317
H -1.64643 1.96557 -3.20317
H -2.55611 1.27388 -1.72845
H -1.86234 2.93854 -1.86578
H 0.81467 -2.57966 3.06091
H 1.38747 -1.24542 4.32017
H 1.96337 -1.27240 2.59792
H -1.35766 -0.72691 -1.16688
H 0.21269 -1.55121 -0.83397
H -0.98061 -1.93721 0.35579

For the LUMO energy, the calculation gives -0.4 eV. The orbital gap is 8.27 eV. The energy above the lowest of the compared OMol25 structures with the same formula, charge and spin is 7.284 eV.

The molecule's natural (NBO) atomic charges, reported in e, are given here: C 0.23; C -0.04; C -0.14; C 0.13; C 0.14; C 0.39; C -0.68; C -0.69; C -0.44; N -0.25; N -0.38; O -0.58; H 0.23; H 0.24; H 0.25; H 0.25; H 0.23; H 0.25; H 0.21; H 0.21; H 0.21; H 0.24